<a>
Formula: C32H88N8O8
Source: the Open Molecules 2025 dataset
Level of theory: ωB97M-V/def2-TZVPD

Structure (XYZ):
```
136
Properties=species:S:1:pos:R:3
C 10.39856 13.08750 15.73475
O 9.80852 13.01779 14.45156
C 8.35749 13.08088 14.36068
C 7.95995 12.90417 12.92167
C 6.55175 13.35917 12.61971
N 8.13887 11.49009 12.47741
H 10.19906 14.04481 16.22040
H 11.47397 12.98616 15.59121
H 10.03437 12.34163 16.44635
H 7.76647 12.40834 15.03632
H 8.06309 14.07366 14.67566
H 8.73172 13.54092 12.31098
H 5.86886 12.47182 12.68708
H 6.29789 13.72959 11.57895
H 6.27651 14.06338 13.38347
H 7.37842 10.92983 12.86554
H 9.00250 11.14105 12.84714
C 9.23362 17.84150 12.48759
O 9.70621 16.49601 12.31202
C 10.68185 16.07534 13.27339
C 12.04521 16.56379 12.93685
C 12.46421 16.29046 11.48125
N 13.01370 16.23852 14.00091
H 8.45865 18.05201 11.75941
H 10.00884 18.60830 12.31990
H 8.81280 18.01949 13.52713
H 10.38178 16.29393 14.30957
H 10.56631 14.98322 13.19911
H 12.04732 17.67338 12.93894
H 13.42931 16.79438 11.30026
H 11.88733 16.76399 10.69754
H 12.68129 15.28660 11.18435
H 13.20570 15.23499 13.90715
H 13.93497 16.57601 13.76666
C 15.80239 19.24088 10.97462
O 16.46373 19.66879 12.11491
C 16.22539 18.78409 13.22709
C 17.57046 18.50227 13.85938
C 18.51618 17.75484 12.92304
N 17.35622 17.75101 15.14570
H 16.05065 18.17795 10.78333
H 16.09493 19.84485 10.08901
H 14.65921 19.30269 11.09015
H 15.56456 19.18750 13.91818
H 15.85845 17.86565 12.74491
H 17.97849 19.51505 14.06688
H 18.13983 16.77914 12.69970
H 19.45150 17.71887 13.39534
H 18.60638 18.34287 11.99877
H 16.88085 18.33989 15.84643
H 16.86688 16.86355 15.02278
C 13.38934 21.58182 13.34387
O 13.15992 20.22045 13.50468
C 13.02527 19.69905 14.83434
C 11.56064 19.33083 15.14474
C 10.58514 20.51513 15.21840
N 11.57827 18.51781 16.36965
H 13.26687 21.87523 12.29478
H 14.36061 21.85499 13.76041
H 12.69373 22.24800 13.86501
H 13.54600 18.78838 14.82926
H 13.53733 20.26384 15.62265
H 11.21143 18.69735 14.28857
H 10.79956 21.15270 14.34111
H 10.61482 21.09945 16.11590
H 9.57142 20.09402 15.10939
H 10.80125 17.89896 16.48038
H 12.40110 17.90812 16.30590
C 11.80591 19.69025 9.73217
O 10.44521 19.38509 9.57485
C 9.79157 20.26974 8.73337
C 8.36260 20.34113 9.28019
C 7.67461 18.97907 9.22953
N 7.70582 21.25796 8.37527
H 12.24578 19.09386 10.46326
H 11.94338 20.82483 9.88521
H 12.41922 19.47712 8.82910
H 10.21219 21.25174 8.82355
H 9.85477 19.96592 7.65408
H 8.46085 20.78235 10.27056
H 7.79428 18.53121 8.23843
H 6.59949 18.95071 9.54656
H 8.30262 18.27523 9.82151
H 8.21158 22.16665 8.26862
H 6.75543 21.56388 8.64226
C 18.55178 13.89331 14.66728
O 17.80880 13.62561 13.52076
C 16.48907 13.87876 13.78854
C 15.58742 13.33036 12.65370
C 15.66032 14.46564 11.57394
N 14.23310 13.19274 13.22284
H 19.59827 13.80894 14.25644
H 18.31276 13.22527 15.49780
H 18.44389 14.93209 15.03647
H 16.18718 13.36784 14.70200
H 16.28359 14.96520 13.95066
H 16.04911 12.38672 12.37330
H 15.07276 14.29654 10.65578
H 16.68911 14.61418 11.30624
H 15.30961 15.40010 12.02606
H 13.62890 13.16315 12.41010
H 14.17209 12.27336 13.64118
C 10.96052 17.04354 7.16885
O 9.58047 16.62541 7.12741
C 9.28060 16.00523 8.36787
C 9.61278 14.57944 8.34030
C 8.83926 13.71410 7.37447
N 9.47073 14.01279 9.67324
H 11.22610 17.34561 6.16995
H 11.62747 16.22193 7.44407
H 11.05292 17.82204 7.93000
H 9.71959 16.56479 9.21735
H 8.21223 16.16016 8.48900
H 10.68147 14.48797 8.05484
H 9.28729 12.68772 7.39009
H 8.78558 14.11421 6.36221
H 7.81108 13.58189 7.64548
H 9.73700 14.74562 10.37468
H 8.50746 13.74839 9.86393
C 12.34539 8.98800 13.28710
O 12.05112 9.46293 11.97314
C 12.46438 10.79704 11.80005
C 11.96289 11.29990 10.46141
C 12.70792 10.69660 9.29541
N 12.16826 12.76514 10.44390
H 13.42501 8.81283 13.38860
H 11.71744 8.05409 13.42283
H 12.04842 9.67292 14.07538
H 12.03477 11.40096 12.60262
H 13.56692 10.85354 11.82470
H 10.86112 11.15386 10.36049
H 12.45942 9.67604 9.13106
H 13.81648 10.73590 9.48545
H 12.54360 11.18860 8.37375
H 11.34103 13.23761 10.85408
H 12.35146 13.08410 9.49702
```

* SMILES: COC[C@H](C)N.COC[C@H](C)N.COC[C@H](C)N.COC[C@H](C)N.COC[C@H](C)N.COC[C@H](C)N.COC[C@H](C)N.COC[C@H](C)N
* spin multiplicity: 1
* E_HOMO: -8.7 eV
* M: 713.104 g mol⁻¹

<b>
Formula: C32H88N8O8
Source: the Open Molecules 2025 dataset
Level of theory: ωB97M-V/def2-TZVPD

Structure (XYZ):
```
136
Properties=species:S:1:pos:R:3
C 2.93937 0.27483 -4.03812
O 2.59702 0.15193 -2.67090
C 3.77136 -0.25161 -1.95328
C 3.56477 0.14318 -0.51154
C 3.41951 1.65287 -0.32745
N 4.55937 -0.39550 0.41524
H 3.13333 -0.69906 -4.50555
H 3.81906 0.90091 -4.19350
H 2.08953 0.63888 -4.61766
H 3.96771 -1.31061 -2.12974
H 4.64952 0.30037 -2.31217
H 2.59332 -0.28109 -0.24006
H 2.48988 2.02857 -0.76134
H 4.24751 2.18459 -0.80414
H 3.39810 1.91069 0.73120
H 5.50139 -0.03671 0.35499
H 4.23926 -0.27253 1.36471
C 1.08508 3.28423 2.79027
O 1.39787 4.57416 3.31954
C 1.25784 5.63040 2.39121
C 1.81394 6.85648 3.10784
C 0.75382 7.51298 4.00054
N 2.39574 7.83375 2.16408
H 0.04450 3.12925 2.48215
H 1.32217 2.55363 3.55726
H 1.65713 3.18718 1.86085
H 1.83284 5.36774 1.49366
H 0.19566 5.71291 2.12730
H 2.68337 6.61175 3.72386
H -0.18461 7.65359 3.46311
H 1.09726 8.44644 4.44653
H 0.54135 6.83205 4.82604
H 3.38771 7.72369 1.99263
H 2.36736 8.74744 2.60650
C -0.06709 3.55066 -4.82783
O -0.08150 4.01303 -3.48754
C -1.35514 3.80447 -2.89335
C -1.32999 4.44178 -1.49946
C -0.17730 3.95183 -0.63325
N -2.56410 4.10663 -0.77581
H -0.16674 2.46432 -4.86868
H 0.84566 3.88093 -5.32406
H -0.85850 4.07268 -5.37689
H -2.17394 4.27913 -3.44222
H -1.56313 2.73834 -2.74594
H -1.24478 5.51725 -1.66513
H -0.23666 2.88842 -0.37735
H -0.16442 4.40235 0.35683
H 0.75744 4.09208 -1.17833
H -3.35974 4.61698 -1.14316
H -2.76854 3.11529 -0.83490
C -1.74864 -6.60552 0.48858
O -2.52970 -6.23142 -0.60342
C -2.01973 -5.10103 -1.32132
C -3.14182 -4.64984 -2.24864
C -4.40095 -4.20056 -1.57594
N -3.40355 -5.71270 -3.23606
H -0.66504 -6.63160 0.31267
H -2.07064 -7.60214 0.79346
H -1.89894 -5.91999 1.33399
H -1.70833 -4.23877 -0.72482
H -1.21679 -5.52421 -1.93251
H -2.75403 -3.82895 -2.85921
H -4.99809 -5.00079 -1.12800
H -5.13116 -3.64102 -2.16457
H -4.20465 -3.55208 -0.71181
H -3.73070 -6.54465 -2.75246
H -4.15808 -5.51184 -3.88143
C 0.90661 -3.37013 3.10325
O 0.95423 -3.36124 1.69865
C 1.66369 -4.49294 1.20832
C 1.87632 -4.38212 -0.30722
C 2.65979 -5.57474 -0.88450
N 2.73503 -3.23734 -0.64353
H 0.35468 -4.25291 3.45104
H 0.31928 -2.52952 3.47370
H 1.90258 -3.36955 3.55423
H 2.64881 -4.59383 1.67815
H 1.08862 -5.38406 1.48498
H 0.91623 -4.33903 -0.82387
H 2.58661 -5.62290 -1.97040
H 2.23095 -6.53480 -0.57732
H 3.70570 -5.58274 -0.57960
H 2.43530 -2.36482 -0.21308
H 3.66400 -3.34426 -0.24696
C -3.07398 1.50757 1.55619
O -2.42670 1.44313 0.32524
C -2.03317 0.18748 -0.19785
C -1.23127 -0.66604 0.76751
C 0.09886 0.02373 1.10967
N -0.95153 -2.00650 0.21998
H -3.96954 0.87503 1.58025
H -3.43068 2.53653 1.66117
H -2.39641 1.36763 2.40222
H -2.95863 -0.35347 -0.44390
H -1.53128 0.38451 -1.14692
H -1.88048 -0.82482 1.63549
H -0.07733 0.86590 1.79098
H 0.47768 0.53563 0.21849
H 0.88334 -0.61583 1.50887
H -0.20942 -2.40284 0.81096
H -0.52924 -1.81042 -0.69081
C -1.77902 4.48750 4.72304
O -1.30884 3.21024 5.14414
C -2.36178 2.29125 5.37899
C -1.72421 0.97561 5.91047
C -0.97911 0.27106 4.77930
N -2.77579 0.12576 6.45207
H -2.45709 4.93348 5.45323
H -2.22401 4.43289 3.72461
H -0.89674 5.11709 4.62692
H -3.15889 2.65336 6.03812
H -2.82854 2.09394 4.40449
H -1.06513 1.25732 6.73323
H -1.58544 0.01193 3.90794
H -0.50302 -0.64013 5.14281
H -0.22746 0.92996 4.34172
H -3.44023 0.73315 6.92152
H -3.31687 -0.31932 5.71751
C 1.29494 -3.70612 -6.76312
O 0.39140 -3.68141 -5.66962
C 0.91323 -3.04551 -4.53605
C -0.11095 -2.69362 -3.47855
C -1.11978 -1.65654 -4.01416
N 0.52746 -2.00424 -2.36000
H 0.87384 -4.34137 -7.54181
H 2.26809 -4.02890 -6.39546
H 1.34707 -2.75382 -7.30363
H 1.73909 -3.57379 -4.03120
H 1.42455 -2.11794 -4.83526
H -0.58398 -3.60119 -3.10247
H -1.79796 -1.26029 -3.25772
H -1.80481 -2.19585 -4.67971
H -0.69339 -0.84526 -4.60429
H 1.03507 -1.18326 -2.68967
H 1.17991 -2.62269 -1.87630
```

* SMILES: COC[C@H](C)N.COC[C@H](C)N.COC[C@H](C)N.COC[C@H](C)N.COC[C@H](C)N.COC[C@H](C)N.COC[C@H](C)N.COC[C@H](C)N
* spin multiplicity: 1
* E_HOMO: -8.5 eV
* M: 713.104 g mol⁻¹

<c>
Formula: C32H88N8O8
Source: the Open Molecules 2025 dataset
Level of theory: ωB97M-V/def2-TZVPD

Structure (XYZ):
```
136
Properties=species:S:1:pos:R:3
C 5.81332 24.00301 -13.07626
O 5.38314 22.89252 -13.84870
C 5.11291 21.76559 -13.03175
C 4.20228 20.87863 -13.89350
C 3.44290 19.79868 -13.12314
N 4.96640 20.28194 -14.99236
H 6.80305 23.79414 -12.66480
H 5.07957 24.33206 -12.33651
H 5.94528 24.87533 -13.72202
H 6.01403 21.16834 -12.84374
H 4.66036 22.03221 -12.07130
H 3.40652 21.51120 -14.29783
H 4.07338 19.21894 -12.44854
H 2.85082 19.18173 -13.79789
H 2.70156 20.34724 -12.53162
H 5.65573 19.63276 -14.61137
H 5.50307 21.04812 -15.39635
C 12.19962 24.17334 -8.84409
O 11.04775 24.24285 -9.64986
C 10.18973 23.13088 -9.51704
C 8.91448 23.48199 -10.28186
C 7.82503 22.39767 -10.21595
N 9.13160 23.80258 -11.68761
H 12.94985 24.90025 -9.14337
H 12.63638 23.17099 -8.92985
H 11.95096 24.32801 -7.78903
H 10.66238 22.24483 -9.95827
H 9.92756 22.90354 -8.47812
H 8.48162 24.35285 -9.77364
H 6.99113 22.61952 -10.87741
H 7.39256 22.28315 -9.21877
H 8.27891 21.43846 -10.48915
H 9.40370 22.92810 -12.15739
H 9.93546 24.42679 -11.71767
C -0.06373 16.89455 -21.19008
O 0.32630 16.41193 -19.91708
C 0.68341 17.49846 -19.04592
C 1.07384 16.92977 -17.68992
C 0.02300 16.09449 -16.97082
N 1.36189 18.09517 -16.83599
H -0.54236 16.02639 -21.64440
H 0.77082 17.28567 -21.77302
H -0.85890 17.64776 -21.14730
H 1.47343 18.09744 -19.50385
H -0.24250 18.07283 -18.92699
H 1.89997 16.21554 -17.82769
H 0.35664 15.70835 -16.00647
H -0.20610 15.18797 -17.54097
H -0.86995 16.70312 -16.82002
H 2.09661 17.80870 -16.19518
H 1.73632 18.90058 -17.34572
C 6.58435 27.97444 -17.28301
O 5.27931 27.78184 -16.75974
C 5.11758 26.40915 -16.40196
C 3.71303 26.20759 -15.83353
C 3.41355 26.99268 -14.58750
N 3.51795 24.78404 -15.53756
H 7.39765 27.70472 -16.60791
H 6.63817 29.02898 -17.56113
H 6.73031 27.45266 -18.23671
H 5.30129 25.78502 -17.28173
H 5.80946 26.13181 -15.59395
H 2.98338 26.41585 -16.62067
H 4.16006 26.84203 -13.79847
H 2.43419 26.87837 -14.12730
H 3.49580 28.07083 -14.76946
H 3.57027 24.17407 -16.34684
H 4.18463 24.36063 -14.89717
C 6.74812 17.52531 -13.14636
O 7.09728 18.78286 -13.68869
C 8.31399 19.30535 -13.24479
C 8.49480 20.71746 -13.83252
C 8.49568 20.63788 -15.35585
N 9.74142 21.36868 -13.37875
H 7.43426 16.73220 -13.45895
H 5.76973 17.28936 -13.55879
H 6.73578 17.54723 -12.05399
H 8.34692 19.28598 -12.14788
H 9.16574 18.69795 -13.59284
H 7.63374 21.30528 -13.50328
H 8.65900 21.60083 -15.84243
H 7.55018 20.25123 -15.74483
H 9.32362 19.99184 -15.66420
H 10.46029 20.64333 -13.45028
H 10.04452 21.99440 -14.11992
C 6.00192 19.33711 -9.66618
O 5.27805 19.55250 -8.49378
C 4.08732 18.77684 -8.40901
C 2.96735 19.11105 -9.37143
C 2.59831 20.59608 -9.33959
N 1.79903 18.27006 -9.04917
H 5.49701 19.69912 -10.56850
H 6.28640 18.28606 -9.82982
H 6.97066 19.83424 -9.57329
H 4.42764 17.73415 -8.54280
H 3.78436 18.71128 -7.36188
H 3.22566 18.85012 -10.40430
H 1.73360 20.75305 -9.99298
H 3.42542 21.13403 -9.79584
H 2.26167 20.90282 -8.35123
H 2.11362 17.30517 -9.13518
H 1.09565 18.37265 -9.77270
C 7.32697 25.88742 -10.67160
O 6.67602 24.80999 -10.02332
C 5.71569 25.17325 -9.06621
C 5.68670 24.14292 -7.94890
C 5.02978 22.81450 -8.31271
N 5.09498 24.66488 -6.70451
H 8.08879 25.46783 -11.32388
H 7.85088 26.49272 -9.92339
H 6.59427 26.51923 -11.17776
H 6.02060 26.11314 -8.58981
H 4.71446 25.27390 -9.49841
H 6.75685 24.00417 -7.72955
H 5.72117 22.14135 -8.82086
H 4.18740 23.00134 -8.97811
H 4.71642 22.26668 -7.42560
H 5.23768 24.01610 -5.93694
H 5.69166 25.43685 -6.40262
C 7.00993 18.54680 -19.04615
O 5.97591 19.42595 -19.41065
C 4.89083 19.36253 -18.50719
C 3.97939 20.56379 -18.64780
C 4.75107 21.89445 -18.59457
N 3.04758 20.53230 -17.51275
H 7.97410 18.81994 -19.47046
H 6.78238 17.50706 -19.30411
H 7.14267 18.58062 -17.95614
H 4.31404 18.44499 -18.69408
H 5.23641 19.23995 -17.47469
H 3.30523 20.58283 -19.50514
H 5.36832 22.11904 -19.46542
H 5.31325 21.99200 -17.66085
H 4.05466 22.73695 -18.50376
H 3.38287 20.34845 -16.56683
H 2.67702 21.46637 -17.35629
```

* SMILES: COC[C@H](C)N.COC[C@H](C)N.COC[C@H](C)N.COC[C@H](C)N.COC[C@H](C)N.COC[C@H](C)N.COC[C@H](C)N.COC[C@H](C)N
* spin multiplicity: 1
* E_HOMO: -8.6 eV
* M: 713.104 g mol⁻¹

Q: What are the energies relative to the best structure? A: <a> 23.5; <b> 0.0; <c> 14.5, in kcal/mol.